ORCA calculation (the ωB97M-V functional and the def2-TZVPD basis) on a structure of composition C26H24Cl5MnNOP2.

**Maximum force**: 6.4 eV/Å
**⟨S²⟩**: 3.87
**HOMO-LUMO gap (spin up / spin down)**: 5.74 / 5.41 eV
**Total energy**: -143383.8986 eV

Geometry as ORCA input:
```
! RIJCOSX wB97M-V def2-TZVPD def2/J DEFGRID3
* xyz 2 4
C -2.1726 2.3152 -2.5058
P -0.3506 -2.6177 0.9547
H 0.8949 3.6638 -3.2034
C 0.2441 -3.0061 -0.7491
C 0.5525 1.8256 -2.1478
C 3.1878 3.0543 2.1629
H -4.2318 2.0187 0.6029
H -4.0641 -1.8751 0.6137
C -0.8148 -0.4841 2.8136
Mn -0.3785 -0.1246 1.0767
C -0.3979 0.9572 -1.5970
C -1.7867 1.1881 -1.7824
C 1.4004 -2.1378 -1.1839
H 2.6546 2.0475 -2.5358
H 0.5150 -3.5752 2.9899
H 2.1690 1.9736 -0.8035
C 3.6320 -1.8672 -2.1155
C 0.1375 2.9712 -2.8313
H -3.5301 1.7560 2.2402
H -2.3242 -3.5117 2.0252
H -1.5415 -4.7289 0.9745
H -1.5524 4.1049 -3.5361
P -2.6719 0.1505 0.6655
H -5.0244 -0.3751 0.8292
C 2.1416 0.8532 2.2281
C 2.6047 -2.6857 -1.6299
N 0.0616 -0.1066 -0.8128
C 3.4632 -0.4854 -2.1799
H -3.2398 2.5073 -2.6483
H 1.8267 -3.2552 1.8244
H -4.0955 -1.0451 2.1996
H 4.5653 -2.3190 -2.4505
H 0.7570 -4.6801 1.5930
C -1.8426 -3.6732 1.0527
H -3.8132 0.5318 -1.4409
C 3.2526 1.6842 2.4913
H 0.5371 -4.0643 -0.7590
C -1.2216 3.2078 -3.0115
Cl 4.5274 4.0686 2.4135
C 0.9114 2.6887 1.3455
C -2.7912 0.2273 -1.1833
H -0.6276 -2.8657 -1.4093
C 0.8058 -3.6363 1.9336
Cl 2.2958 -0.8427 2.5635
Cl -0.5117 3.4085 0.6582
C 0.9583 1.3229 1.6596
C -3.3182 1.7746 1.1629
C 2.0144 3.5498 1.5531
H 4.2475 0.1678 -2.5692
Cl 1.9760 5.1637 1.0004
H -2.5438 2.5310 0.9682
C 1.9912 1.5546 -1.8190
H -2.6264 -0.8022 -1.5438
Cl 4.6778 1.0357 3.1599
H 2.7324 -3.7685 -1.5905
C 1.2524 -0.7282 -1.2233
C -4.0979 -0.8986 1.1115
H -2.5506 -3.4337 0.2503
C 2.2608 0.0822 -1.7556
O -1.1269 -0.7921 3.8998
*
```

ORCA calculation (the ωB97M-V functional and the def2-TZVPD basis) on a structure of composition C26H39NOPdS.

**Maximum force**: 1.0 eV/Å
**HOMO-LUMO gap**: 3.31 eV
**Total energy**: -45444.6105 eV

Geometry as ORCA input:
```
! RIJCOSX wB97M-V def2-TZVPD def2/J DEFGRID3
* xyz -2 1
C -2.9627 -1.9578 -1.3656
C 1.7916 3.0191 2.7551
C 0.6996 1.7964 -1.6868
H 2.1519 -5.1261 -1.0150
H 0.7491 2.6485 -1.0038
H 2.4062 2.5721 -2.7826
C -0.7554 1.9943 -3.8344
N 0.0877 -1.0874 -0.5317
C -3.4284 0.4056 2.1542
H 2.4413 -0.5040 -0.6808
H 2.0399 -1.6244 -2.9420
C 1.2786 -3.2109 -0.7816
H -0.2879 3.7039 1.0648
C -1.7358 2.1724 1.4285
H 0.3496 3.7957 -3.5167
C -1.0816 0.5480 3.0977
H 2.5694 -3.2918 -3.1919
H 3.7747 -2.0114 -2.8975
H -4.3407 -2.5693 0.9645
H -3.8850 -1.3760 -1.2358
H 3.3751 -3.3771 -0.8376
C -1.1236 -3.2180 -0.2347
H -3.8125 0.2200 1.1522
H -2.0124 -5.1410 -0.0607
H 0.0698 -6.4218 -0.5439
C 1.2231 -4.5894 -0.8029
H -3.9276 -4.0557 0.1079
H 1.7419 1.0718 -3.4254
O -1.7203 3.0284 -1.6676
H 1.5049 3.6145 4.8201
C 0.0703 1.2426 3.3596
H -3.1322 -3.6836 1.6392
C 0.0669 -5.3381 -0.5438
C -0.4861 2.8163 1.6538
H -2.4915 2.6742 0.8361
H -1.6458 2.5095 -4.1933
H 0.9748 0.8761 -1.1671
C 0.0810 -2.3758 -0.5010
C 2.7725 -2.3765 -2.6320
H 2.9335 -1.4438 0.7011
C -1.0904 -4.5937 -0.2566
C -3.5122 -3.2421 0.7139
H 3.1999 3.6155 4.2969
C 1.9064 4.4060 2.1289
H -3.4464 -0.5427 2.6959
H -1.2995 -0.3529 3.6634
H -2.2129 -1.3159 -1.8300
C 0.4148 2.3914 2.6018
S -1.1143 1.6864 -2.0437
H 2.4996 2.3697 2.2219
H 1.2057 5.1024 2.5998
Pd -1.0504 0.4823 0.2241
H -2.1732 -1.5844 0.5657
H 2.3843 2.0952 4.6491
H 0.9170 2.8874 -4.9274
C 3.0586 -1.3441 -0.3799
H 0.7550 0.8470 4.0999
H 2.9193 4.7965 2.2631
C -2.4222 -2.4748 -0.0282
C 0.5313 2.7904 -3.9077
H -3.1725 -2.8035 -2.0309
C 1.4750 2.0345 -2.9789
H -4.1094 1.1000 2.6617
H 4.1141 -1.1347 -0.6028
C 2.6376 -2.6133 -1.1197
H -0.6596 1.0220 -4.3276
H 1.6972 4.3938 1.0595
C -2.0234 0.9670 2.1141
C 2.2465 3.0846 4.2152
*
```

ORCA calculation (the ωB97M-V functional and the def2-TZVPD basis) on the molecule C4H5N3.

**Maximum force**: 1.5 eV/Å
**HOMO-LUMO gap**: 10.93 eV
**Total energy**: -8697.8123 eV

Geometry as ORCA input:
```
! RIJCOSX wB97M-V def2-TZVPD def2/J DEFGRID3
* xyz 0 1
C 0.8064 -0.3472 0.1968
C 1.9162 -0.8095 -0.6720
H -2.2636 -0.7751 0.5114
N 2.7397 -1.1410 -1.4153
N 1.1513 2.1243 1.0574
H 0.7753 -0.9823 1.0927
H -1.4677 0.7445 0.9915
H -0.3486 -0.0996 -1.4522
N -0.4425 -0.4451 -0.5080
H -2.2386 0.6408 -0.5576
C 1.0881 1.0375 0.6701
C -1.6580 0.0567 0.1533
*
```

ORCA calculation (the ωB97M-V functional and the def2-TZVPD basis) on a structure of composition C22H43CdN2OP2S.

**Maximum force**: 4.8 eV/Å
**HOMO-LUMO gap**: 5.83 eV
**Total energy**: -62509.6289 eV

Geometry as ORCA input:
```
! RIJCOSX wB97M-V def2-TZVPD def2/J DEFGRID3
* xyz 1 1
H -2.5335 -4.7151 0.5359
C -1.5309 -4.9117 0.8894
C -2.8197 0.9814 0.7304
H -0.2841 0.5274 -5.0078
H 0.8975 2.9571 1.5181
O 3.2463 -1.1934 0.6762
C -0.2039 -2.5627 -2.5125
C 1.1494 0.0578 -3.4211
H 2.8728 2.8209 2.9224
H -0.6776 -4.0673 -3.9627
C -2.0637 1.7949 1.8130
H 2.1817 1.5369 3.9357
C 2.2984 -0.6159 0.3731
H 0.1475 3.1063 4.5030
S -1.2727 -2.2050 0.9293
H -3.7567 1.5358 0.4901
H -3.0093 -0.9391 -1.1470
C 0.7177 0.0941 -4.8872
H 0.2144 2.8879 -0.8928
H 1.1722 1.0999 -3.0446
H 0.7398 -4.3545 -1.8011
H -1.9101 2.8226 1.4389
H 0.7396 -0.9021 -5.3474
H 3.2763 0.1115 -3.7418
P -0.1034 -0.7261 -2.3378
C 0.9774 -3.2823 -1.8489
N 0.6142 -4.0315 1.4748
H -1.1979 -2.4541 -4.4770
C 2.1851 1.9622 2.9199
Cd 0.1879 0.1946 -0.0731
C -1.7881 -0.0611 -2.7472
H -3.6177 0.5899 -1.7969
H 0.8371 -1.5733 2.7346
H 0.3416 -1.8395 4.4082
C -0.7034 -3.7916 1.1098
H -2.2857 -0.6828 -3.5069
H -1.6330 0.9420 -3.1836
H 0.9400 2.6233 -0.9213
C 1.1007 -5.2955 1.6983
C -0.5771 -0.1044 3.5417
H 2.5883 1.2160 2.2166
H -2.6600 1.8582 2.7356
H 0.8860 4.3665 3.4983
C 0.6140 -1.0619 3.6812
H 1.2455 -3.2344 1.5619
H -1.7488 1.3045 4.7595
H 1.1498 -2.9416 -0.8207
C 0.7905 2.4697 2.5069
H 2.8513 -0.5627 -2.1542
H 2.1429 -5.3612 2.0023
H -1.2481 -0.1874 5.5729
H -1.1113 -2.8072 -1.9241
C 0.2672 -6.3816 1.5493
H -1.4399 -0.7151 3.2088
H 1.9075 -3.1652 -2.4229
P -0.3737 1.1010 2.1567
H 0.5316 -2.9177 -4.5419
H 2.6432 -1.5435 -3.6438
C -2.6805 0.0736 -1.4851
H 0.6486 -7.3738 1.7588
H -0.7761 3.8531 3.1621
C -0.3991 -3.0052 -3.9630
C -1.0564 -6.1893 1.1255
H -3.1683 0.0121 1.1620
C 2.5566 -0.5329 -3.2157
H -1.7197 -7.0478 0.9868
C -0.9269 0.5835 4.8606
H 1.4229 0.7313 -5.4357
H 1.5208 -0.5550 4.0400
N -1.9854 0.7477 -0.4188
C 0.2136 3.4995 3.4802
H -0.0521 1.0846 5.2975
*
```

ORCA calculation (the ωB97M-V functional and the def2-TZVPD basis) on the molecule C7H11N.

**Maximum force**: 7.4 eV/Å
**HOMO-LUMO gap**: 9.28 eV
**Total energy**: -8922.2174 eV

Geometry as ORCA input:
```
! RIJCOSX wB97M-V def2-TZVPD def2/J DEFGRID3
* xyz 0 1
C 0.5841 -0.5408 0.9725
C -1.0051 -0.6294 0.7014
H 1.3623 1.1013 -1.7176
C 1.2236 -0.9202 -0.4163
H 0.6896 1.8427 1.0697
H 0.7653 -1.7060 -0.9531
H -1.5853 -1.1538 1.6098
C 0.7709 0.4992 -0.9265
C 1.0786 0.9912 0.4742
H -2.6243 0.8655 0.0471
H -0.6179 -1.7053 -0.9846
C -0.7609 0.5165 -0.9835
H 2.3319 -1.2049 -0.2051
N -1.0859 -0.9715 -0.6805
C -1.5173 0.6975 0.3443
H 0.8001 -0.9630 1.8529
H 2.0870 0.9963 0.6695
H -1.3405 1.4388 1.0663
H -1.1563 0.8460 -1.9407
*
```

ORCA calculation (the ωB97M-V functional and the def2-TZVPD basis) on the ion C2H5N2O2 with charge +1.

**Maximum force**: 2.1 eV/Å
**HOMO-LUMO gap (spin up / spin down)**: 9.13 / 7.70 eV
**Total energy**: -9216.9257 eV

Geometry as ORCA input:
```
! RIJCOSX wB97M-V def2-TZVPD def2/J DEFGRID3
* xyz 1 1
N -2.0762 0.4569 0.0879
N -0.1491 -1.0853 0.1983
H -2.8927 0.0268 -0.3491
C 1.7119 0.3572 -0.2466
H 1.7854 0.3923 -1.3571
H -0.3059 -2.0650 0.4629
H -2.1889 1.4162 0.4244
C -0.9556 -0.1238 0.2077
O 1.2389 -0.9569 0.1239
O 1.0700 1.3164 0.3196
H 2.7621 0.2652 0.1282
*
```

Repeat the fifth record exactly.
ORCA calculation (the ωB97M-V functional and the def2-TZVPD basis) on the molecule C7H11N.

**Maximum force**: 7.4 eV/Å
**HOMO-LUMO gap**: 9.28 eV
**Total energy**: -8922.2174 eV

Geometry as ORCA input:
```
! RIJCOSX wB97M-V def2-TZVPD def2/J DEFGRID3
* xyz 0 1
C 0.5841 -0.5408 0.9725
C -1.0051 -0.6294 0.7014
H 1.3623 1.1013 -1.7176
C 1.2236 -0.9202 -0.4163
H 0.6896 1.8427 1.0697
H 0.7653 -1.7060 -0.9531
H -1.5853 -1.1538 1.6098
C 0.7709 0.4992 -0.9265
C 1.0786 0.9912 0.4742
H -2.6243 0.8655 0.0471
H -0.6179 -1.7053 -0.9846
C -0.7609 0.5165 -0.9835
H 2.3319 -1.2049 -0.2051
N -1.0859 -0.9715 -0.6805
C -1.5173 0.6975 0.3443
H 0.8001 -0.9630 1.8529
H 2.0870 0.9963 0.6695
H -1.3405 1.4388 1.0663
H -1.1563 0.8460 -1.9407
*
```